No. 1
A structure of composition C24H41FN8O6P2, computed with wB97M-V/def2-TZVPD.

Each line ends with the Löwdin charge.
Geometry (Å):
C  -2.503  -3.660  0.135  -0.059
C  -3.672  -2.667  0.347  -0.151
C  -3.471  -1.424  -0.490  -0.423
F  -4.676  -0.782  -0.594  0.033
O  -2.546  -0.618  0.201  -0.067
P  -1.965  0.636  -0.622  0.369
O  -2.820  1.774  -0.433  -0.186
O  -0.499  0.837  -0.123  -0.169
C  -0.265  2.071  0.593  -0.197
C  1.215  2.128  0.961  -0.175
C  1.990  3.117  0.089  -0.182
C  3.506  2.943  0.280  -0.221
N  3.982  2.000  -0.729  0.011
C  5.363  1.775  -0.698  -0.550
N  6.184  2.547  -0.153  0.159
N  5.813  0.568  -1.375  0.068
O  -1.940  0.248  -2.201  -0.214
P  -0.720  0.847  -3.082  0.331
N  -0.525  2.375  -3.016  -0.124
O  0.596  0.080  -2.671  -0.110
O  -1.040  0.361  -4.542  -0.099
H  -2.130  -4.022  1.085  0.059
H  -1.733  -3.158  -0.442  0.070
H  -2.828  -4.524  -0.430  0.073
H  -4.580  -3.165  0.030  0.117
H  -3.756  -2.371  1.386  0.114
H  -3.123  -1.740  -1.468  0.150
H  -0.830  2.120  1.514  0.118
H  -0.489  2.950  0.007  0.113
H  1.278  2.517  1.970  0.111
H  1.643  1.133  0.906  0.118
H  1.742  2.955  -0.955  0.096
H  1.729  4.119  0.411  0.116
H  3.698  2.576  1.279  0.116
H  3.963  3.922  0.172  0.107
H  3.701  2.293  -1.658  0.124
H  7.099  2.121  -0.274  0.056
H  5.359  -0.198  -0.886  0.081
H  5.395  0.637  -2.300  0.060
H  -1.188  2.829  -2.396  -0.007
H  1.321  0.714  -2.791  0.087
H  -0.939  1.158  -5.088  0.094
N  -7.519  -0.504  -1.056  0.008
C  -8.752  -0.239  -0.530  -0.142
C  -9.694  -0.645  -1.438  -0.119
C  -9.000  -1.182  -2.554  -0.118
C  -7.660  -1.081  -2.285  -0.146
H  -6.643  -0.306  -0.609  0.112
H  -8.853  0.216  0.440  0.104
H  -10.762  -0.568  -1.315  0.086
H  -9.433  -1.593  -3.450  0.086
H  -6.798  -1.369  -2.863  0.103
N  1.629  0.542  5.771  0.006
C  0.459  0.988  6.323  -0.136
C  -0.530  0.840  5.389  -0.108
C  0.068  0.278  4.228  -0.127
C  1.400  0.104  4.497  -0.144
H  2.520  0.538  6.232  0.145
H  0.432  1.372  7.328  0.107
H  -1.565  1.104  5.521  0.092
H  -0.425  0.029  3.300  0.085
H  2.200  -0.290  3.894  0.106
N  -1.350  -3.770  4.130  0.007
C  -2.602  -4.296  4.292  -0.151
C  -2.503  -5.658  4.183  -0.114
C  -1.135  -5.964  3.952  -0.115
C  -0.450  -4.778  3.927  -0.147
H  -1.125  -2.790  4.158  0.133
H  -3.452  -3.660  4.469  0.105
H  -3.318  -6.357  4.262  0.089
H  -0.704  -6.942  3.820  0.088
H  0.595  -4.566  3.783  0.104
N  8.416  2.693  -4.155  0.007
C  8.605  2.877  -5.497  -0.142
C  7.622  2.191  -6.158  -0.114
C  6.806  1.571  -5.173  -0.113
C  7.321  1.902  -3.947  -0.142
H  8.993  3.080  -3.432  0.144
H  9.419  3.477  -5.865  0.105
H  7.501  2.138  -7.226  0.089
H  5.940  0.953  -5.346  0.085
H  7.006  1.645  -2.951  0.064

Its spin multiplicity is 1. As for the orbital gap: 8.03 eV. Its LUMO energy is 0.07 eV. The calculation puts the strongest force on any atom at 2.29 eV/Å. The HOMO energy comes out at -0.2925 hartree.

=====

No. 2
A structure of composition C24H42AgN3OPS, computed with wB97M-V/def2-TZVPD.

Each line ends with the Löwdin charge.
Geometry (Å):
Ag  -0.960  0.276  -0.949  0.503
C  -3.767  5.199  -2.485  -0.090
C  -4.561  4.064  -1.848  -0.281
N  -4.094  3.703  -0.521  -0.148
C  -4.617  4.451  0.614  -0.225
C  -3.631  5.465  1.185  -0.077
C  -3.156  2.730  -0.294  -0.744
S  -2.421  1.991  -1.684  0.534
N  -2.948  2.431  0.968  0.080
C  -1.784  1.934  1.447  -0.533
O  -0.656  2.237  1.068  -0.028
C  -1.938  0.956  2.583  -0.139
C  -3.099  0.874  3.343  -0.039
C  -3.197  -0.054  4.370  -0.102
C  -2.145  -0.924  4.624  -0.109
C  -0.993  -0.860  3.851  -0.082
C  -0.887  0.082  2.840  -0.027
H  -4.136  5.402  -3.493  0.067
H  -2.715  4.918  -2.551  0.060
H  -3.849  6.117  -1.901  0.058
H  -4.508  3.180  -2.480  0.061
H  -5.613  4.347  -1.760  0.106
H  -4.898  3.742  1.394  0.104
H  -5.522  4.959  0.274  0.107
H  -2.728  4.957  1.518  0.068
H  -4.073  5.984  2.039  0.067
H  -3.354  6.209  0.436  0.059
H  -3.918  1.544  3.116  0.099
H  -4.099  -0.107  4.968  0.091
H  -2.227  -1.658  5.417  0.091
H  -0.179  -1.554  4.029  0.095
H  -0.010  0.138  2.210  0.078
C  2.800  -1.076  1.771  -0.108
C  2.940  -0.738  0.280  -0.595
C  4.413  -0.902  -0.104  -0.093
C  2.546  0.746  0.173  -0.105
P  1.637  -1.755  -0.686  0.753
N  0.200  -1.316  -0.407  -0.400
C  2.130  -1.685  -2.545  -0.603
C  2.364  -0.223  -2.953  -0.116
C  3.341  -2.507  -2.995  -0.094
C  0.902  -2.120  -3.360  -0.119
C  1.832  -3.562  -0.092  -0.600
C  3.251  -4.099  0.121  -0.093
C  1.097  -4.486  -1.073  -0.113
C  1.052  -3.682  1.227  -0.120
H  3.327  -0.314  2.354  0.084
H  3.231  -2.043  2.032  0.055
H  1.751  -1.066  2.069  0.052
H  5.025  -0.326  0.600  0.080
H  4.630  -0.520  -1.099  0.057
H  4.750  -1.938  -0.058  0.056
H  3.204  1.325  0.831  0.082
H  1.516  0.907  0.489  0.039
H  2.643  1.154  -0.829  0.054
H  3.288  0.190  -2.557  0.055
H  1.532  0.408  -2.636  0.059
H  2.426  -0.173  -4.045  0.078
H  4.251  -2.246  -2.456  0.058
H  3.523  -2.312  -4.059  0.080
H  3.179  -3.578  -2.891  0.055
H  0.014  -1.590  -3.013  0.043
H  0.703  -3.186  -3.302  0.053
H  1.074  -1.870  -4.414  0.077
H  3.866  -4.044  -0.775  0.059
H  3.187  -5.155  0.411  0.080
H  3.774  -3.578  0.923  0.053
H  1.632  -4.625  -2.011  0.053
H  0.099  -4.100  -1.284  0.078
H  0.993  -5.474  -0.610  0.075
H  1.554  -3.205  2.065  0.048
H  0.938  -4.744  1.471  0.076
H  0.068  -3.224  1.114  0.062

The energy above the lowest of the compared OMol25 structures with the same formula, charge and spin comes out at 4.6 kJ/mol. Its spin multiplicity is 1. As for the orbital gap: 6.97 eV. The charge is -1. Its LUMO energy is 2.82 eV. The calculation puts the strongest force on any atom at 0.24 eV/Å. The HOMO energy comes out at -0.1524 hartree.

=====

No. 3
A structure of composition C24H42AlBClN6O4, computed with wB97M-V/def2-TZVPD.

Each line ends with the Löwdin charge.
Geometry (Å):
Al  -11.760  32.335  -11.840  0.945
Cl  -10.206  32.104  -15.644  0.649
O  -10.052  33.511  -15.827  -0.319
O  -9.509  31.704  -14.436  -0.362
O  -11.625  31.748  -15.538  -0.389
O  -9.681  31.350  -16.751  -0.308
B  -13.841  31.174  -13.506  -0.563
H  -12.923  30.404  -13.390  -0.042
H  -14.656  30.713  -14.285  0.003
H  -14.330  31.363  -12.425  -0.037
H  -13.466  32.242  -13.940  -0.047
C  -11.007  36.878  -15.587  -0.095
C  -12.034  36.514  -16.649  -0.232
C  -12.776  35.194  -16.371  -0.185
C  -13.031  34.935  -14.959  -0.212
N  -13.202  34.713  -13.845  0.187
H  -10.611  37.849  -15.896  0.080
H  -10.146  36.211  -15.573  0.073
H  -11.441  36.981  -14.596  0.073
H  -11.601  36.453  -17.647  0.114
H  -12.788  37.303  -16.735  0.109
H  -12.138  34.359  -16.696  0.095
H  -13.686  35.046  -16.957  0.099
C  -13.392  27.152  -11.452  -0.083
C  -14.492  27.229  -10.380  -0.239
C  -15.018  28.647  -10.146  -0.174
C  -14.056  29.718  -10.022  -0.200
N  -13.352  30.619  -9.944  0.158
H  -13.941  27.261  -12.392  0.040
H  -12.913  26.178  -11.410  0.081
H  -12.687  27.981  -11.433  0.046
H  -14.209  26.683  -9.479  0.110
H  -15.343  26.627  -10.715  0.103
H  -15.579  28.598  -9.204  0.129
H  -15.794  28.865  -10.880  0.108
C  -18.308  32.931  -11.256  -0.098
C  -17.445  33.114  -12.494  -0.260
C  -16.541  34.357  -12.376  -0.179
C  -15.357  34.087  -11.565  -0.240
N  -14.430  33.877  -10.923  0.158
H  -17.742  33.230  -10.367  0.080
H  -18.577  31.895  -11.047  0.072
H  -19.222  33.524  -11.267  0.080
H  -18.039  33.258  -13.401  0.097
H  -16.826  32.230  -12.666  0.092
H  -17.084  35.172  -11.893  0.127
H  -16.207  34.723  -13.348  0.100
C  -7.933  28.410  -15.687  -0.090
C  -8.718  27.472  -14.760  -0.245
C  -10.229  27.726  -14.807  -0.166
C  -10.645  28.615  -13.717  -0.198
N  -10.946  29.336  -12.876  0.165
H  -8.293  29.434  -15.571  0.051
H  -8.180  28.143  -16.718  0.080
H  -6.864  28.328  -15.523  0.077
H  -8.305  27.543  -13.754  0.111
H  -8.514  26.453  -15.095  0.106
H  -10.846  26.830  -14.809  0.111
H  -10.453  28.323  -15.700  0.118
N  -14.736  32.329  -16.170  0.086
C  -14.035  32.293  -17.286  0.006
C  -14.864  32.818  -18.347  0.031
C  -16.029  33.258  -17.762  -0.027
C  -15.999  32.830  -16.426  0.064
H  -14.448  31.908  -15.263  0.042
H  -13.011  31.941  -17.261  0.128
H  -14.630  32.928  -19.393  0.127
H  -16.868  33.740  -18.237  0.122
H  -16.668  32.926  -15.584  0.132
N  -14.664  28.061  -14.820  0.057
C  -15.709  27.720  -14.040  -0.081
C  -16.037  26.382  -14.277  -0.041
C  -15.216  25.959  -15.319  -0.049
C  -14.374  27.026  -15.661  -0.035
H  -14.165  28.940  -14.776  0.103
H  -16.097  28.398  -13.297  0.122
H  -16.775  25.758  -13.805  0.113
H  -15.153  24.984  -15.772  0.111
H  -13.536  27.066  -16.336  0.124

Its spin multiplicity is 1. As for the orbital gap: 2.38 eV. The charge is +1. Its LUMO energy is -8.88 eV. The calculation puts the strongest force on any atom at 1.76 eV/Å. The HOMO energy comes out at -0.4135 hartree.

=====

Question: Look up the orbital gap of the first one.
Answer: 8.03 eV

=====

Question: The highest orbital gap belongs to which entry?
Answer: C24H41FN8O6P2